Record 1
# C17H19NO2S

A single C17H19NO2S molecule (wB97M-V/def2-TZVPD, the OMol25 dataset).

Cartesian coordinates (Å):
O -1.1744 -3.1496 -0.4512
C -0.2359 -2.5090 -0.0349
N -0.2827 -1.2072 0.3594
C -1.3523 -0.3093 0.3194
C -1.1140 1.0010 0.7321
C -2.1340 1.9308 0.7048
C -3.3977 1.5701 0.2705
C -3.6441 0.2663 -0.1380
C -2.6230 -0.6722 -0.1117
H -2.8084 -1.6856 -0.4269
C -5.0192 -0.1329 -0.6160
H -5.1042 0.0660 -1.6898
O -6.0629 0.6023 -0.0206
H -6.0036 0.4970 0.9355
H -5.1647 -1.2115 -0.4596
H -4.1977 2.2946 0.2424
H -1.9406 2.9448 1.0220
H -0.1274 1.2864 1.0679
H 0.5798 -0.8163 0.7242
C 1.1701 -3.0851 0.0850
C 2.1355 -2.4046 -0.9021
C 3.3921 -1.8804 -0.2185
H 3.8915 -2.6790 0.3311
H 4.0995 -1.4527 -0.9281
S 3.0414 -0.6249 1.0604
C 2.7138 0.8846 0.1845
C 2.3843 1.9770 0.9839
C 2.0948 3.1966 0.4060
C 2.1279 3.3383 -0.9724
C 2.4645 2.2545 -1.7627
C 2.7596 1.0269 -1.1932
H 3.0264 0.2024 -1.8350
H 2.4991 2.3565 -2.8371
H 1.8958 4.2892 -1.4265
H 1.8396 4.0372 1.0337
H 2.3637 1.8544 2.0571
H 1.6250 -1.5806 -1.4065
H 2.4410 -3.1146 -1.6732
H 1.1110 -4.1558 -0.1054
H 1.5187 -2.9373 1.1096

Gap between HOMO and LUMO (eV): 8.95
Energy above the lowest of the compared OMol25 structures with the same formula, charge and spin (eV): 0.0000
SMILES: O=C(CCCSc1ccccc1)Nc1cccc(CO)c1
LUMO level (eV): 0.62

Mulliken atomic charge list, values in e, 6 entries:
1. O -0.66
2. C 0.61
3. N 0.02
4. C 0.32
5. C -0.40
6. C -0.78

=====

Record 2
# C16H21CeN3O3

C16H21CeN3O3 as an isolated structure at a distorted geometry (wB97M-V/def2-TZVPD, the OMol25 dataset).

Cartesian coordinates (Å):
C -0.8279 4.2155 0.1996
C -0.2593 4.1652 1.5168
C -0.9999 3.2140 2.2899
C -2.0247 2.6682 1.4476
C -1.9209 3.2821 0.1604
Ce 0.3446 1.8201 0.0771
C 2.5256 2.3420 1.6880
C 2.4957 3.0452 0.5470
C 2.9173 3.8050 -0.4690
N 0.5135 2.1398 -1.7740
H -0.8438 2.9905 3.3450
H 0.5795 4.7656 1.8714
H -2.7888 1.9499 1.7423
H -2.5736 3.0834 -0.6916
H -0.4879 4.8526 -0.6210
H 2.2125 2.7837 2.6477
H 0.6529 1.9405 -2.7766
H 2.9713 1.3296 1.7414
H 3.8913 4.3115 -0.4679
H 2.2995 3.9496 -1.3669
C 0.8233 -3.1961 1.4779
C -0.4729 -3.3686 0.7056
C -0.5864 -2.6221 -0.6611
C 0.2025 -3.2985 -1.8287
C 1.6581 -3.6354 -1.6237
C -2.0597 -2.7105 -1.0884
O -2.5597 -3.7079 -1.6001
N -2.8666 -1.6148 -0.8616
C -2.5050 -0.3464 -0.4103
O -3.3435 0.5303 -0.2650
N -1.1510 -0.1941 -0.2083
C -0.2185 -1.1245 -0.4687
O 0.9744 -0.6884 -0.4819
H 1.6839 -3.6034 0.9382
H 0.7300 -3.7331 2.4291
H 1.0064 -2.1384 1.7022
H -0.6652 -4.4348 0.5052
H -1.3048 -3.0173 1.3418
H -0.3328 -4.2275 -2.0825
H 0.0885 -2.6467 -2.7109
H 1.7945 -4.4046 -0.8575
H 2.0365 -4.0440 -2.5674
H 2.2272 -2.7346 -1.3758
H -3.8365 -1.6925 -1.1154

Gap between HOMO and LUMO (eV): 7.13
LUMO level (eV): -1.11

Mulliken atomic charge list, values in e, 6 entries:
1. C -0.60
2. C -0.41
3. C -0.69
4. C -0.49
5. C -0.35
6. Ce 0.27

=====

Record 3
# C4H7O4

A 2-piece molecular cluster, C4H7O4 overall at a distorted geometry (wB97M-V/def2-TZVPD, the OMol25 dataset).

Cartesian coordinates (Å):
O -0.5944 1.6779 1.4980
C 0.2544 0.9318 0.9918
O 1.5071 0.9716 1.1132
C -0.2460 -0.2371 0.0620
C -1.3987 0.2073 -0.8612
C -0.8984 0.2434 -2.2764
O -0.8636 -0.7434 -2.9668
H -0.5277 -1.0719 0.6995
H 0.6371 -0.5216 -0.4998
H -2.2230 -0.5107 -0.8487
H -1.8795 1.1042 -0.4729
H -0.5448 1.2056 -2.7004
H 2.5234 -0.5453 2.5279
H 1.9286 -1.2374 1.4373
O 2.3254 -1.4745 2.2965

Total charge: -1
Gap between HOMO and LUMO (eV): 8.50
Energy above the lowest of the compared OMol25 structures with the same formula, charge and spin (eV): 0.7684
LUMO level (eV): 3.77

Mulliken atomic charge list, values in e, 6 entries:
1. O -0.73
2. C 0.64
3. O -0.81
4. C -0.59
5. C -0.50
6. C -0.03

=====

Record 4
# CH2IO2S

CH2IO2S as an isolated structure at a distorted geometry (wB97M-V/def2-TZVPD, the OMol25 dataset).

Cartesian coordinates (Å):
C 0.4674 -0.6572 0.3081
O -1.9722 0.9653 0.5426
O -0.4579 1.4327 -1.3555
S -0.6646 1.3436 0.0847
I 2.5375 -0.7564 -0.2565
H 0.2520 -1.3363 1.1360
H -0.1621 -0.9917 -0.4594

Total charge: -1
Gap between HOMO and LUMO (eV): 6.38
Energy above the lowest of the compared OMol25 structures with the same formula, charge and spin (eV): 0.3600
LUMO level (eV): 3.07

Mulliken atomic charge list, values in e, 6 entries:
1. C -1.02
2. O -0.52
3. O -0.53
4. S 0.50
5. I -0.17
6. H 0.41

=====

Record 5
# C14H30NO3P2V

C14H30NO3P2V as an isolated structure at a distorted geometry (wB97M-V/def2-TZVPD, the OMol25 dataset).

Cartesian coordinates (Å):
V 0.0145 0.1740 -0.1125
P -2.3436 0.2918 -0.5842
C -2.1489 0.7457 -2.2873
C -0.9054 1.2509 -2.7607
N 0.2160 1.0432 -1.9739
C 1.4402 1.3807 -2.3902
C 1.6266 2.1412 -3.5480
C 0.5117 2.4366 -4.3459
C -0.7363 1.9442 -3.9917
C 2.5839 0.9926 -1.4872
P 2.2269 -0.5213 -0.4157
H -1.6406 2.0969 -4.5848
H 2.6323 2.4684 -3.7752
H 0.6263 3.0458 -5.2418
H 3.4692 0.7558 -2.0859
H 2.8560 1.8277 -0.8167
H -2.0456 -1.1642 -3.5848
H -3.0114 0.7990 -2.9616
H -1.0422 -2.8859 -2.5084
O -1.9164 -2.1352 -3.6507
H -2.2319 -2.3838 -4.5411
H 0.1938 -1.2633 -0.7941
O -0.6771 -3.3850 -1.7299
H 0.2746 -3.1992 -1.7250
C 2.8234 -1.8578 -1.4967
H 3.8621 -1.6701 -1.7888
H 2.7469 -2.8002 -0.9334
H 2.1667 -1.8919 -2.3774
C 3.5404 -0.3799 0.8489
H 3.5519 -1.3008 1.4508
H 4.5133 -0.2640 0.3562
H 3.3511 0.4870 1.4996
C -3.1049 1.6969 0.2915
H -4.1022 1.9158 -0.1097
H -3.1835 1.4296 1.3534
H -2.4652 2.5830 0.1864
C -3.5115 -1.0833 -0.4551
H -3.7264 -1.2529 0.6087
H -4.4430 -0.8281 -0.9723
H -3.0659 -1.9874 -0.8889
C 1.2630 2.5247 3.1680
C 0.4255 1.3539 2.6270
C -0.8514 1.1107 3.4499
O 0.1084 1.6043 1.2895
H 0.6838 3.4552 3.1751
H 2.1581 2.6921 2.5615
H 1.5785 2.2949 4.1887
H 1.0636 0.4383 2.7109
H -1.4990 1.9956 3.4198
H -1.4294 0.2540 3.0812
H -0.5854 0.9028 4.4910

Total charge: +1
Gap between HOMO and LUMO (spin up / spin down) (eV): 7.02 / 5.98
Multiplicity: 4
Energy above the lowest of the compared OMol25 structures with the same formula, charge and spin (eV): 2.4026
LUMO level (spin up / spin down) (eV): -3.62 / -5.51

Mulliken atomic charge list, values in e, 6 entries:
1. V -0.57
2. P 1.18
3. C -1.77
4. C 1.45
5. N 0.24
6. C 0.71

=====

Record 6
# C17H19Cl2NO3S

A 2-piece molecular cluster, C17H19Cl2NO3S overall at a distorted geometry (wB97M-V/def2-TZVPD, the OMol25 dataset).

Cartesian coordinates (Å):
C 5.9784 -2.6368 2.9991
O 5.2285 -1.4270 3.2229
C 3.9046 -1.3803 2.9031
C 3.2597 -0.1329 3.1124
C 1.9353 0.0339 2.7683
C 1.1677 -1.0272 2.2265
C -0.2756 -0.8526 2.1142
N -1.1403 -1.6795 2.6776
C -2.5785 -1.4139 2.6041
C -0.7196 -2.7560 3.5731
C 1.8357 -2.2495 1.9567
C 3.1638 -2.4467 2.3139
H 7.0015 -2.4058 3.3115
H 5.5790 -3.4502 3.6225
H 5.9813 -2.9173 1.9341
H 3.8323 0.6931 3.5359
H 1.4386 0.9807 2.9761
H -0.6973 0.0952 1.7625
H -3.1068 -2.2617 3.0430
H -2.8253 -0.4949 3.1565
H -2.9035 -1.2815 1.5658
H -1.6136 -3.0849 4.1116
H -0.2981 -3.6109 3.0296
H 0.0438 -2.4006 4.2781
H 1.2728 -3.0565 1.4818
H 3.6386 -3.4186 2.1379
Cl -4.5631 4.5168 -7.4279
C -3.6160 3.7417 -6.2197
C -3.8296 2.3866 -5.9285
C -3.0750 1.7715 -4.9229
C -2.1259 2.5131 -4.2221
S -0.9616 1.6859 -3.0771
C -1.5736 1.4641 -1.4510
Cl -0.6850 0.3718 -0.5552
O -0.7973 0.3632 -3.6472
O 0.1395 2.6335 -3.0515
C -1.9121 3.8575 -4.5159
C -2.6575 4.4838 -5.5168
H -4.5713 1.8226 -6.4931
H -3.2093 0.7148 -4.7125
H -2.0355 2.3038 -0.9247
H -1.1409 4.4179 -3.9971
H -2.4889 5.5335 -5.7556

Gap between HOMO and LUMO (eV): 3.67
LUMO level (eV): -1.62

Mulliken atomic charge list, values in e, 6 entries:
1. C -0.79
2. O -0.42
3. C 0.85
4. C -0.73
5. C -0.25
6. C -0.02

=====

What are the total energy values for these records? In order: -34358.373; -40472.811; -12453.070; -24100.560; -66895.476; -61444.574 eV.
What are the molecular weight values for these records? In order: 301.4; 443.5; 119.1; 205.0; 373.3; 388.3 Da.